(1)
134
Properties=species:S:1:pos:R:3:forces:R:3 method="wB97M-V/def2-TZVPD" energy_ha=-5536.4847 e_homo_ev=-8.77 orbital_gap_ev=8.76 smiles="CCOCCOCO[C@](CCCCCCCCCOC)([C@](CCCCS(=O)(=O)O)(COC(F)(F)F)OCF)P(O)(O)=S.CCOS(C)(=O)=O.CCOS(C)(=O)=O.CCOS(C)(=O)=O"
C 0.6925 4.0838 0.7884 -0.113 0.287 0.612
C -0.7121 3.7798 1.3226 0.508 0.615 0.124
O -1.6434 3.3793 0.3213 0.080 -0.381 0.227
C -1.1570 2.2054 -0.2885 0.462 -0.335 -0.811
C -2.2664 1.2631 -0.7714 -0.607 0.807 0.632
O -1.9019 -0.0955 -0.6874 -0.105 -0.600 -0.417
C -0.8776 -0.3744 -1.6272 0.541 1.403 0.601
O -0.6094 -1.7207 -1.7454 -0.362 0.373 -0.532
C -1.1260 -2.4538 -2.8517 0.520 -1.146 0.554
C -0.9847 -3.9569 -2.3709 0.253 0.744 1.051
C -0.9624 -4.1013 -0.8310 -0.578 -2.160 -0.432
C -0.8781 -5.6497 -0.5378 0.913 0.649 -0.308
C 0.5517 -6.0782 -0.1062 -1.039 -0.685 -0.177
C 1.4645 -6.4560 -1.2653 1.198 -0.240 0.505
C 2.8848 -6.8369 -0.7543 -0.179 0.529 -0.952
C 3.6878 -7.6463 -1.7987 -0.021 0.983 0.549
C 4.3143 -6.7745 -2.8990 -0.050 -0.658 -0.490
C 3.3346 -6.3458 -4.0025 0.557 0.453 -0.059
O 3.9782 -6.2137 -5.2692 -0.030 0.044 0.127
C 4.4533 -4.9013 -5.4847 0.147 0.285 0.076
C -0.2587 -2.3732 -4.1793 -1.357 0.833 0.056
C 1.2489 -2.3507 -3.9550 0.253 0.257 0.387
C 1.8601 -1.2530 -3.0729 1.614 -0.090 -0.078
C 3.4230 -1.4179 -3.1484 -0.561 0.257 0.809
C 3.8810 -2.1386 -1.8628 -0.375 1.128 -0.806
S 5.6529 -2.2319 -1.6524 -0.779 -1.616 0.272
O 5.8989 -2.4283 -0.2796 0.181 0.903 1.616
O 6.1715 -3.2643 -2.4850 0.257 0.275 -1.511
O 6.2153 -0.7940 -2.0937 -0.232 -0.771 -0.345
C -0.7003 -1.2418 -5.1393 0.998 -0.670 -0.777
O -0.2756 0.0713 -4.7244 -1.122 -0.525 1.004
C 0.1102 0.8603 -5.7211 0.108 0.009 -0.057
F 1.3244 0.5235 -6.1336 0.859 -0.387 -0.661
F 0.1664 2.0997 -5.3242 0.097 1.319 0.917
F -0.7211 0.8287 -6.7435 -0.573 -0.337 -1.077
O -0.7452 -3.5155 -4.9241 0.759 0.477 0.020
C 0.1591 -4.2710 -5.6154 -0.607 -1.562 -0.671
F 0.7328 -3.5990 -6.6863 0.268 0.341 0.275
P -2.9642 -2.1952 -3.0550 -2.105 -1.534 -0.719
O -3.5684 -2.4051 -1.5674 0.509 1.107 -0.449
O -3.4299 -0.6928 -3.4757 0.957 0.088 0.688
S -3.8836 -3.4542 -4.1974 0.570 0.146 -0.190
H 1.3174 3.2000 0.7118 -0.041 -0.005 -0.316
H 0.6926 4.6642 -0.1361 -0.190 -0.202 -0.070
H 1.1815 4.7207 1.5324 0.060 -0.116 -0.037
H -0.6396 3.0091 2.1041 -0.086 -0.059 -0.146
H -1.0784 4.6778 1.8235 -0.425 -0.072 -0.289
H -0.4964 1.6639 0.4031 -0.287 -0.141 0.042
H -0.5292 2.4519 -1.1613 0.042 0.199 0.216
H -3.1308 1.4210 -0.1198 0.079 -0.230 0.033
H -2.6026 1.5241 -1.7862 0.172 -0.097 0.009
H 0.0336 0.0979 -1.2286 0.084 -0.226 -0.206
H -1.1244 0.1696 -2.5511 0.076 -0.503 -0.163
H -0.0164 -4.3521 -2.6822 -0.030 0.185 -0.349
H -1.7347 -4.6027 -2.8188 -0.130 0.194 0.016
H -0.0602 -3.6857 -0.3914 -0.297 0.563 0.011
H -1.8885 -3.7612 -0.3741 0.280 0.562 0.016
H -1.0931 -6.1868 -1.4678 -0.207 -0.119 0.178
H -1.6183 -5.9646 0.1977 0.066 0.132 0.053
H 0.4196 -6.9852 0.4966 0.278 0.097 0.089
H 1.0182 -5.3294 0.5401 -0.016 0.025 -0.062
H 1.1094 -7.3346 -1.8144 -0.465 0.220 0.046
H 1.6058 -5.6417 -1.9851 -0.304 -0.011 0.010
H 3.4291 -5.8934 -0.6133 0.037 -0.167 0.407
H 2.8309 -7.3519 0.2063 -0.072 -0.070 -0.068
H 4.5075 -8.1273 -1.2617 -0.119 -0.320 -0.182
H 3.0214 -8.3759 -2.2698 0.278 -0.260 0.145
H 5.0749 -7.3880 -3.3950 -0.046 0.105 -0.050
H 4.8382 -5.9003 -2.5020 -0.052 -0.076 0.159
H 2.5278 -7.0711 -4.1331 -0.014 0.110 0.101
H 2.9538 -5.3469 -3.7435 -0.537 -0.259 0.024
H 4.7757 -4.4360 -4.5432 0.051 -0.033 -0.104
H 3.6854 -4.2612 -5.9465 -0.021 -0.125 0.064
H 5.3183 -4.9222 -6.1495 -0.095 -0.164 -0.009
H 1.7582 -2.2576 -4.9187 -0.349 -0.041 -0.153
H 1.6073 -3.3039 -3.5531 -0.248 -0.040 0.073
H 1.6675 -0.2279 -3.3810 -0.474 -0.223 -0.163
H 1.6280 -1.3335 -2.0123 -0.441 -0.090 -0.228
H 3.7138 -1.9456 -4.0571 0.171 0.034 0.040
H 3.8581 -0.4165 -3.1280 0.134 -0.128 -0.266
H 3.4962 -1.5514 -1.0262 0.267 -0.072 0.133
H 3.4012 -3.1186 -1.8119 0.664 -0.257 0.162
H 6.5364 -0.9288 -3.0054 0.037 0.308 0.179
H -1.7644 -1.3122 -5.3788 -0.031 0.223 0.337
H -0.1958 -1.4747 -6.0805 -0.014 0.020 0.055
H -0.4027 -5.0887 -6.0751 -0.241 0.171 0.134
H 0.9291 -4.7631 -5.0158 0.372 0.640 0.106
H -4.1010 -1.6251 -1.3388 0.226 -0.168 0.283
H -2.7592 -0.1742 -3.9448 -0.170 -0.024 0.120
C -6.0416 4.2590 2.8047 0.001 0.109 0.289
C -4.8808 4.9355 2.1010 -0.223 -0.775 -0.098
O -4.7640 6.3234 2.4659 0.141 0.201 0.089
S -4.1039 6.6721 3.8724 -0.138 0.506 -0.655
C -3.8682 8.3930 3.5818 -0.004 0.061 -0.056
O -2.8287 6.0277 3.9590 -0.045 -0.237 0.231
O -5.0829 6.5074 4.9016 0.087 -0.200 0.144
H -5.8604 4.1795 3.8766 0.008 -0.022 -0.021
H -6.1898 3.2532 2.4102 0.037 0.035 -0.075
H -6.9593 4.8328 2.6727 0.006 -0.036 -0.083
H -3.9419 4.4125 2.2918 0.061 0.169 0.056
H -5.0480 4.9150 1.0256 0.098 0.314 0.001
H -3.1614 8.5172 2.7658 -0.011 -0.035 0.004
H -3.4708 8.8278 4.4967 -0.013 -0.085 0.033
H -4.8281 8.8419 3.3396 -0.005 -0.035 0.021
C -4.4104 6.2766 8.0145 0.143 0.225 0.252
C -5.8131 5.7220 8.1446 0.399 0.035 -0.691
O -6.3044 5.7976 9.4986 -0.204 0.052 0.218
S -6.8207 7.2077 10.0302 -0.019 -0.673 0.212
C -7.6263 6.6093 11.4790 -0.029 -0.080 0.045
O -7.8009 7.7147 9.1204 0.104 0.238 -0.113
O -5.6964 7.9989 10.4203 -0.045 0.261 -0.102
H -4.3969 7.3542 8.1803 -0.019 -0.013 -0.021
H -4.0195 6.0825 7.0188 -0.078 -0.081 0.001
H -3.7452 5.8272 8.7535 -0.047 -0.063 -0.013
H -6.5007 6.2249 7.4633 -0.069 0.062 0.147
H -5.8139 4.6652 7.8818 -0.150 -0.043 0.261
H -8.4504 5.9662 11.1822 0.020 0.009 -0.024
H -7.9983 7.4727 12.0266 0.039 0.046 -0.068
H -6.9039 6.0655 12.0823 0.016 0.022 -0.027
C 6.9044 1.5889 0.5441 0.014 0.293 0.140
C 5.5073 1.0183 0.6813 0.395 -0.096 -0.673
O 4.9984 1.1463 2.0211 -0.278 0.137 0.197
S 4.4502 2.5676 2.4954 -0.004 -0.722 0.322
C 3.6405 2.0043 3.9552 -0.050 -0.065 0.034
O 3.4667 3.0254 1.5583 0.302 0.117 -0.089
O 5.5529 3.3942 2.8680 -0.028 0.276 -0.163
H 6.9005 2.6727 0.6618 -0.005 -0.012 -0.017
H 7.3138 1.3547 -0.4388 -0.062 -0.089 0.012
H 7.5626 1.1805 1.3109 -0.012 -0.087 -0.052
H 4.8189 1.4804 -0.0307 -0.084 0.100 0.165
H 5.5281 -0.0500 0.4680 -0.113 0.004 0.317
H 2.8319 1.3351 3.6732 0.023 0.004 -0.017
H 3.2462 2.8790 4.4685 0.040 0.045 -0.066
H 4.3668 1.4961 4.5842 0.017 0.020 -0.030



(2)
133
Properties=species:S:1:pos:R:3:forces:R:3 method="wB97M-V/def2-TZVPD" energy_ha=-3379.1196 relative_energy_ev=0.000 e_homo_ev=-9.89 orbital_gap_ev=9.48 smiles="C[N+](=O)[O-].C[N+](=O)[O-].C[N+](=O)[O-].C[N+](=O)[O-].C[N+](=O)[O-].CCOC(C)=O.CCOC(C)=O.CCOC(C)=O.CCOC(C)=O.CCOC(C)=O.CCOC(C)=O.CCOC(C)=O"
C 1.6544 -2.0895 5.1132 -0.272 0.019 0.759
N 2.6980 -2.8208 4.3416 -0.574 0.812 -0.665
O 2.7619 -2.6236 3.1435 -0.078 -0.135 0.203
O 3.4736 -3.4729 4.9873 0.390 -0.554 0.328
H 0.7777 -1.7826 4.5575 0.326 -0.083 -0.675
H 2.1732 -1.2219 5.5151 -0.076 0.037 0.023
H 1.3225 -2.7198 5.9345 0.289 -0.088 0.018
C -1.7675 -4.1720 4.1601 0.393 0.393 0.679
N -1.1176 -4.1781 2.8328 -0.374 -0.342 0.978
O 0.0597 -3.9300 2.8029 0.717 0.342 -0.261
O -1.8147 -4.4751 1.9037 -0.370 -0.124 -1.164
H -1.8329 -3.1390 4.5011 -0.165 0.050 -0.198
H -1.0933 -4.6803 4.8436 -0.101 -0.198 -0.026
H -2.7344 -4.6392 4.0846 -0.172 -0.088 -0.002
C 4.8372 2.8300 -4.5803 1.290 1.094 0.613
N 3.5870 3.3181 -3.9714 0.114 -0.393 0.327
O 3.4445 3.2114 -2.7673 0.092 -0.044 -0.268
O 2.7970 3.8179 -4.7281 -0.714 0.380 -0.425
H 4.6895 2.4548 -5.5781 -0.336 -0.487 0.015
H 5.3657 2.2348 -3.8451 -0.223 -0.547 -0.249
H 5.4596 3.7287 -4.6887 -0.218 -0.043 -0.032
C -5.3010 -3.9266 2.3098 -0.410 -0.490 -0.702
N -4.7992 -2.6006 2.7238 1.070 0.353 -0.254
O -3.8645 -2.1146 2.0867 -0.869 -0.515 0.370
O -5.3117 -2.0798 3.6871 -0.246 0.077 0.158
H -6.1262 -3.7894 1.6088 0.131 0.302 -0.010
H -5.7092 -4.4774 3.1475 0.216 0.190 0.327
H -4.5075 -4.4573 1.7975 0.166 0.048 0.084
C 0.0024 4.0068 1.6223 -0.967 0.990 0.237
N 1.4371 4.0068 1.2828 0.580 0.227 0.820
O 2.1221 4.9543 1.6425 -0.516 -0.566 -0.414
O 1.8434 3.0043 0.7364 0.149 0.007 -0.263
H -0.3264 5.0043 1.9131 0.377 0.100 -0.234
H -0.1885 3.3975 2.5010 0.308 -0.481 -0.234
H -0.5581 3.6956 0.7492 0.029 -0.355 0.027
C 0.0270 -0.5516 1.9372 -0.952 0.976 0.188
C -0.5687 -1.0992 0.6430 -0.085 -0.342 1.359
O 0.2621 -0.7071 -0.4165 1.129 -0.321 0.314
C -0.1684 0.1050 -1.3624 1.448 -0.131 -0.689
C 0.9509 0.6036 -2.2126 0.145 0.441 -0.687
O -1.3014 0.3698 -1.5667 -2.223 0.629 0.031
H 1.0382 -0.9022 2.1186 -0.060 -0.199 0.172
H -0.6765 -0.7083 2.7717 0.379 -0.685 -0.063
H 0.0224 0.5491 1.9318 0.362 -0.122 -0.464
H -0.5562 -2.1873 0.6807 -0.077 -0.102 -0.124
H -1.5928 -0.7671 0.5342 -0.173 0.137 -0.347
H 1.9073 0.1187 -2.0607 -0.056 -0.147 0.184
H 1.0769 1.6762 -2.0632 0.019 0.045 0.234
H 0.6370 0.5048 -3.2528 0.051 -0.124 -0.002
C 3.7292 -1.2301 -3.9352 -0.073 1.415 0.170
C 3.7368 -2.6932 -3.6301 0.626 -0.275 0.048
O 3.2885 -2.9318 -2.2917 -1.358 0.151 -0.668
C 4.1224 -2.8852 -1.2545 -0.375 -1.226 0.495
C 3.3911 -3.2006 0.0268 -0.524 0.641 -0.179
O 5.3036 -2.7816 -1.3575 1.187 0.589 -0.171
H 4.1954 -0.9898 -4.8925 0.149 -0.215 0.027
H 4.2417 -0.6647 -3.1471 0.308 -0.249 -0.172
H 2.7458 -0.7538 -3.9583 -0.230 -0.536 -0.094
H 3.0762 -3.2415 -4.2986 -0.177 -0.102 0.208
H 4.7432 -3.1006 -3.7503 -0.023 0.028 0.095
H 3.7162 -2.5366 0.8217 0.275 -0.146 0.082
H 3.5538 -4.2408 0.2965 0.213 -0.011 0.057
H 2.3191 -3.0529 -0.1059 0.025 -0.046 -0.008
C -1.2125 -3.2698 -6.2190 -0.262 -0.678 -0.149
C 0.1626 -3.1997 -5.6127 0.110 0.196 -0.691
O 0.0699 -3.0257 -4.1948 0.566 0.346 -0.392
C 0.1881 -4.1290 -3.4420 -0.638 0.898 0.752
C 0.1024 -3.7932 -1.9982 0.311 0.049 1.460
O 0.2416 -5.2360 -3.8684 0.345 -1.245 -0.743
H -1.6966 -4.2003 -5.9117 -0.113 0.159 0.174
H -1.1647 -3.3303 -7.3085 0.118 0.249 0.021
H -1.8167 -2.4189 -5.9182 -0.076 0.058 -0.030
H 0.7506 -4.0770 -5.8810 -0.072 -0.146 0.329
H 0.6991 -2.3427 -6.0246 0.000 0.172 0.375
H 0.6510 -4.5091 -1.3850 -0.033 -0.278 -0.327
H -0.9291 -3.8426 -1.6419 -0.082 0.054 -0.274
H 0.5127 -2.8287 -1.7079 -0.133 0.198 -0.463
C 4.0047 0.3684 3.6093 0.459 -0.089 0.334
C 5.2412 -0.2232 2.9571 0.015 -0.090 0.121
O 5.0575 -0.2838 1.5436 -0.300 -0.748 -0.192
C 4.9173 0.8618 0.8760 -0.501 -0.540 -1.258
C 4.3010 0.6691 -0.5096 0.511 0.305 1.101
O 5.2674 1.9181 1.2867 0.435 1.317 0.806
H 4.0796 1.4506 3.5363 -0.374 0.042 0.109
H 3.9837 0.0561 4.6574 0.016 0.237 0.039
H 3.1003 -0.0072 3.1357 -0.022 0.062 -0.128
H 6.1339 0.3461 3.2148 0.001 0.114 -0.111
H 5.4091 -1.2555 3.2530 -0.077 -0.082 -0.040
H 5.1623 0.6078 -1.1766 -0.276 -0.373 -0.285
H 3.7440 1.5716 -0.7384 -0.047 0.044 -0.065
H 3.6526 -0.2006 -0.4920 0.144 -0.180 -0.370
C -8.8436 -1.4399 -0.6741 0.079 -0.163 0.155
C -8.8676 0.0232 -0.3389 -0.435 0.273 -1.029
O -7.5723 0.5667 -0.0798 -0.097 0.072 0.866
C -6.6955 0.6474 -1.0888 0.535 0.261 0.565
C -5.3619 1.2086 -0.6271 -0.591 -0.543 -0.337
O -6.9523 0.3299 -2.2088 -0.223 -0.200 -0.940
H -9.8643 -1.7129 -0.9427 0.042 -0.306 0.107
H -8.4824 -2.0343 0.1646 -0.137 -0.130 0.039
H -8.2017 -1.6097 -1.5320 -0.011 -0.081 -0.090
H -9.3299 0.5231 -1.1990 0.297 0.253 0.112
H -9.5008 0.2419 0.5143 0.273 0.044 0.312
H -4.6355 0.9944 -1.3982 0.151 0.234 -0.217
H -5.0363 0.6982 0.2752 -0.103 0.279 0.235
H -5.5044 2.2801 -0.4894 0.282 -0.030 0.207
C 4.3480 7.7563 -3.7343 0.103 -0.273 -0.450
C 2.8579 7.7315 -3.9976 0.547 -0.354 -0.527
O 2.2971 6.6750 -3.2120 -0.468 -0.085 -0.009
C 1.0727 6.2133 -3.5716 -0.126 0.246 -0.096
C 0.5831 5.1787 -2.6250 -0.442 -0.848 0.601
O 0.4411 6.5934 -4.5239 0.450 0.221 0.012
H 4.8000 6.8330 -4.1117 -0.149 -0.146 0.386
H 4.5688 7.8824 -2.6782 0.180 0.095 -0.010
H 4.8286 8.5131 -4.3580 -0.149 0.350 0.345
H 2.3816 8.6780 -3.7550 -0.163 0.020 0.032
H 2.7257 7.5038 -5.0556 -0.397 0.142 0.013
H 0.9124 5.3586 -1.6027 0.129 0.039 -0.063
H 0.9313 4.1914 -2.9223 0.427 0.077 -0.060
H -0.5017 5.0686 -2.6470 0.021 0.495 -0.126
C -1.9877 -0.6999 6.7101 -0.178 -0.799 -0.421
C -2.7914 0.5031 6.2837 1.077 0.751 0.512
O -3.1367 0.3308 4.9126 -0.056 -0.318 0.103
C -4.0449 1.2004 4.4426 -0.002 0.345 -0.752
C -4.2378 1.0362 2.9636 0.756 0.403 -0.550
O -4.5671 2.0388 5.1176 -0.282 0.273 0.464
H -2.6939 -1.5282 6.8300 0.349 -0.148 0.138
H -1.3830 -0.5841 7.6058 -0.388 0.303 0.293
H -1.2574 -0.9834 5.9430 -0.233 0.128 -0.147
H -3.6629 0.6846 6.9056 -0.193 -0.208 -0.083
H -2.1702 1.4048 6.3735 -0.177 -0.019 -0.127
H -5.0278 0.3302 2.7388 0.084 -0.238 -0.006
H -3.2764 0.7490 2.5302 -0.262 -0.638 0.012
H -4.4481 1.9713 2.4463 -0.429 0.214 0.548